67
Properties=species:S:1:pos:R:3 method="wB97M-V/def2-TZVPD" multiplicity=5 total_energy_ev=-72821.175 total_charge=+4 homo_energy_ev="-18.82 / -18.84" e_lumo_ev="-11.788 / -14.623" e_above_lowest_kcal_mol=3.27
P -3.19 -1.63 0.69
C -3.05 -3.38 0.97
H -4.02 -3.80 1.29
H -2.30 -3.58 1.76
H -2.71 -3.90 0.06
C -3.08 -0.65 2.17
H -3.24 0.42 1.96
H -2.11 -0.76 2.69
H -3.88 -1.00 2.84
C -4.65 -1.11 -0.20
H -5.52 -1.29 0.45
H -4.76 -1.65 -1.15
H -4.59 -0.03 -0.43
P 0.08 0.62 -3.39
C 0.60 -1.09 -3.85
H 0.89 -1.11 -4.91
H -0.26 -1.76 -3.65
H 1.43 -1.38 -3.20
C -1.31 0.88 -4.56
H -1.63 1.93 -4.47
H -2.13 0.23 -4.23
H -1.02 0.68 -5.60
C 1.45 1.57 -4.15
H 1.43 1.54 -5.26
H 2.39 1.18 -3.72
H 1.34 2.61 -3.81
P 3.25 0.86 1.33
C 4.42 -0.47 1.56
H 5.15 -0.17 2.31
H 4.94 -0.67 0.61
H 3.91 -1.38 1.90
C 3.91 2.44 0.83
H 4.69 2.69 1.56
H 3.13 3.22 0.88
H 4.33 2.42 -0.19
C 2.23 1.13 2.77
H 2.77 1.86 3.39
H 2.11 0.20 3.34
H 1.23 1.51 2.51
Pd -0.65 1.88 -0.62
C -1.75 -1.23 -0.37
O -0.74 -1.49 -0.93
C 2.13 0.24 0.04
O 1.78 -0.55 -0.76
C -0.01 3.88 -0.65
C -0.21 3.45 0.66
C -1.46 2.94 1.01
C -2.44 2.71 0.05
C -2.21 3.09 -1.27
C -1.00 3.68 -1.62
H 0.95 4.29 -0.97
H 0.59 3.49 1.39
H -1.64 2.64 2.04
H -3.36 2.19 0.31
H -2.95 2.82 -2.03
H -0.75 3.88 -2.66
Cl 2.24 -5.47 0.89
C 1.53 -4.12 1.66
C 1.33 -4.06 3.04
C 0.75 -2.91 3.57
C 0.41 -1.86 2.70
N 0.63 -1.92 1.40
C 1.15 -3.02 0.85
H 1.64 -4.90 3.66
H 0.55 -2.79 4.63
H -0.04 -0.94 3.08
H 1.29 -3.07 -0.22

65
Properties=species:S:1:pos:R:3 method="wB97M-V/def2-TZVPD" total_energy_ev=-42817.144 smiles="CCOCCCNC(=S)N1CCC(NC(=O)[C@]23C[C@H]4C[C@H](C[C@H](C4)C2)C3)CC1" homo_energy_ev=-7.76 e_lumo_ev=0.463 e_above_lowest_kcal_mol=3.36
C 3.48 2.30 -1.08
C 3.01 0.85 -1.04
O 3.36 0.08 -2.17
C 4.75 -0.13 -2.30
C 4.98 -1.16 -3.41
H 6.00 -1.07 -3.79
H 4.29 -0.93 -4.23
C 4.77 -2.59 -2.93
N 3.47 -2.78 -2.32
C 3.32 -3.02 -0.99
N 2.06 -3.17 -0.53
C 1.80 -3.25 0.90
C 0.44 -2.62 1.23
H 0.45 -2.28 2.27
C 0.20 -1.43 0.31
N -0.96 -0.67 0.72
C -1.01 0.68 0.66
O -0.06 1.34 0.28
C -2.34 1.30 1.10
C -2.23 2.82 0.99
C -3.54 3.47 1.43
C -3.83 3.10 2.88
C -3.95 1.58 3.00
C -5.08 1.09 2.10
C -4.79 1.47 0.65
C -4.68 2.99 0.54
H -4.48 3.27 -0.50
H -5.62 3.46 0.84
C -3.49 0.82 0.21
H -3.27 1.08 -0.83
H -3.59 -0.27 0.26
H -5.61 1.11 0.01
H -6.03 1.54 2.42
H -5.19 0.00 2.19
C -2.64 0.93 2.56
H -1.82 1.27 3.20
H -2.71 -0.16 2.68
H -4.15 1.31 4.04
H -3.03 3.46 3.53
H -4.76 3.57 3.21
H -3.45 4.56 1.34
H -1.40 3.17 1.61
H -2.00 3.09 -0.04
H -1.79 -1.20 0.96
C 0.06 -1.91 -1.15
H 0.42 -1.13 -1.82
H -0.99 -2.10 -1.38
C 0.87 -3.21 -1.34
H 0.27 -4.06 -1.00
H 1.11 -3.38 -2.38
H 1.05 -0.74 0.38
H -0.36 -3.34 1.12
H 1.83 -4.29 1.23
H 2.61 -2.71 1.41
S 4.61 -3.22 0.03
H 2.74 -2.26 -2.77
H 4.86 -3.28 -3.78
H 5.53 -2.86 -2.18
H 5.17 -0.49 -1.36
H 5.25 0.81 -2.57
H 1.91 0.84 -1.01
H 3.39 0.37 -0.13
H 2.99 2.85 -0.29
H 3.22 2.75 -2.04
H 4.56 2.38 -0.94